Record 1
Molecular formula: C5H13NO
Method: DFT, ωB97M-V/def2-TZVPD

Properties
Energy above the lowest of the compared OMol25 structures with the same formula, charge and spin, kJ/mol: 218.94
Total energy, eV: -8931.74172
HOMO-LUMO gap, eV: 10.1103
F_max, Eh/bohr: 0.0829
Highest occupied orbital energy, Ha: -0.3354

Element x y z (Å)
C1 -0.5151 0.1104 -0.1866
C2 -0.8836 0.5404 1.2382
C3 -1.4887 -0.9679 -0.6931
N1 -0.5746 1.2868 -1.0526
H1 0.5292 -1.6714 1.0395
H2 -1.5150 1.7201 -1.0321
H3 -0.3523 1.0306 -2.0311
H4 -0.2080 1.3315 1.6041
H5 -1.2501 -1.2450 -1.7359
H6 -0.8223 -0.3162 1.9336
H7 -1.9233 0.9161 1.2800
H8 -2.5271 -0.5880 -0.6897
H9 -1.4397 -1.8748 -0.0626
C4 2.1366 0.5666 0.0533
C5 1.0603 -0.4154 -0.3246
O1 1.2843 -1.2584 -1.1817
H10 1.2215 -1.6025 1.4067
H11 1.7952 1.3448 0.7548
H12 2.9661 0.0215 0.5355
H13 2.5064 1.0705 -0.8558

Charges obtained by Mulliken population analysis, quoted in units of e: number 1, C, carries 1.25; number 2, C, carries -1.46; number 3, C, carries -1.55; number 4, N, carries -0.72; number 5, H, carries -0.18; number 6, H, carries 0.29; number 7, H, carries 0.29; number 8, H, carries 0.35; number 9, H, carries 0.31; number 10, H, carries 0.37; number 11, H, carries 0.40; number 12, H, carries 0.41; number 13, H, carries 0.32; number 14, C, carries -1.01; number 15, C, carries 0.29; number 16, O, carries -0.57; number 17, H, carries 0.31; number 18, H, carries 0.29; number 19, H, carries 0.33; number 20, H, carries 0.29


Record 2
Molecular formula: C10H9O2S
Method: DFT, ωB97M-V/def2-TZVPD

Properties
SMILES string: O=[S@]1([O-])=CCC=Cc2ccccc21
Energy above the lowest of the compared OMol25 structures with the same formula, charge and spin, kJ/mol: 118.74
Total energy, eV: -25444.81837
Charge: -1
HOMO-LUMO gap, eV: 6.8254
F_max, Eh/bohr: 0.0448
Highest occupied orbital energy, Ha: -0.1251

Element x y z (Å)
O1 1.9407 0.8921 -2.1990
S1 1.7285 0.4820 -0.8075
O2 2.0837 1.5195 0.1611
C1 2.6513 -1.0242 -0.4575
C2 1.6449 -1.8432 0.3747
C3 1.2383 -1.1025 1.6026
C4 0.2109 -0.2618 1.7267
C5 -0.6781 0.2211 0.6718
C6 -2.0329 0.4539 0.9145
C7 -2.8492 0.9664 -0.0786
C8 -2.3314 1.2708 -1.3281
C9 -0.9831 1.0573 -1.5788
C10 -0.1825 0.5467 -0.5872
H1 2.7151 -1.4963 -1.4532
H2 0.7347 -2.0978 -0.1994
H3 2.1274 -2.7860 0.6620
H4 1.8433 -1.2897 2.4825
H5 -0.0059 0.1487 2.7094
H6 -2.4505 0.2254 1.8889
H7 -3.9001 1.1395 0.1235
H8 -2.9736 1.6815 -2.0974
H9 -0.5316 1.2966 -2.5311

Charges obtained by Mulliken population analysis, quoted in units of e: number 1, O, carries -0.79; number 2, S, carries 1.39; number 3, O, carries -0.67; number 4, C, carries -0.85; number 5, C, carries -0.62; number 6, C, carries -0.22; number 7, C, carries -0.85; number 8, C, carries 0.59; number 9, C, carries -0.49; number 10, C, carries -0.46; number 11, C, carries -0.44; number 12, C, carries -0.48; number 13, C, carries -0.18; number 14, H, carries 0.21; number 15, H, carries 0.34; number 16, H, carries 0.36; number 17, H, carries 0.31; number 18, H, carries 0.27; number 19, H, carries 0.42; number 20, H, carries 0.34; number 21, H, carries 0.36; number 22, H, carries 0.48


Record 3
Molecular formula: C24H50Cl2N6O5P2
Method: DFT, ωB97M-V/def2-TZVPD

Properties
SMILES string: CCCCCC1=C(/C(Cl)=C(\C)Cl)C(=O)OC1=O.CN(C)P(=O)(N(C)C)N(C)C.CN(C)P(=O)(N(C)C)N(C)C
Energy above the lowest of the compared OMol25 structures with the same formula, charge and spin, kJ/mol: 501.27
Total energy, eV: -88495.28441
HOMO-LUMO gap, eV: 7.5731
F_max, Eh/bohr: 0.1474
Highest occupied orbital energy, Ha: -0.3007

Element x y z (Å)
C1 -0.7373 -1.5384 2.7616
C2 -0.1766 -2.8610 2.1885
C3 -0.9400 -3.3969 0.9503
C4 -0.2594 -3.1479 -0.4272
C5 0.5369 -1.8179 -0.4871
C6 1.1036 -1.4207 -1.8131
C7 0.9134 -0.2269 -2.4196
C8 0.0874 0.9630 -2.1757
Cl1 0.6962 2.5837 -1.9970
C9 -1.2193 0.7717 -2.1711
C10 -1.9321 -0.5485 -2.3488
Cl2 -2.3154 2.1371 -1.9966
C11 2.0208 -0.2358 -3.4356
O1 2.7392 0.7192 -3.5382
O2 2.5336 -1.4797 -3.7907
C12 1.8737 -2.2505 -2.8301
O3 1.5583 -3.3692 -3.0550
H1 -0.4742 -0.6712 2.1421
H2 -1.8172 -1.5934 2.9476
H3 -0.2855 -1.3796 3.7530
H4 0.9045 -2.8274 2.0094
H5 -0.3264 -3.5998 2.9916
H6 -0.9701 -4.4926 1.0533
H7 -1.9837 -3.0557 0.9655
H8 -1.0096 -3.1571 -1.2289
H9 0.4498 -3.9570 -0.6335
H10 0.0665 -0.9725 0.0285
H11 1.4375 -2.0257 0.1238
H12 -1.6324 -1.0537 -3.2719
H13 -3.0207 -0.4331 -2.3471
H14 -1.7347 -1.1661 -1.4648
C13 2.5123 3.7985 -6.0248
N1 1.3319 3.1501 -6.5690
C14 1.3876 1.7228 -6.2647
P1 0.5496 3.5388 -8.0713
O4 -0.8343 3.0551 -7.6945
N2 0.1297 5.2232 -8.1050
C15 0.7927 6.2278 -7.2941
C16 -1.2957 5.5421 -8.1525
N3 2.0808 3.9078 -8.8693
C17 1.9800 4.7737 -10.0714
C18 2.7363 2.6683 -9.3676
H15 3.4316 3.5701 -6.5819
H16 2.6698 3.4698 -4.9947
H17 2.4146 4.8775 -5.9607
H18 2.1669 1.1987 -6.8362
H19 0.4350 1.2364 -6.4865
H20 1.5921 1.5394 -5.2139
H21 0.5655 6.1131 -6.2276
H22 0.4738 7.2301 -7.5963
H23 1.8739 6.2261 -7.4448
H24 -1.7756 5.4294 -7.1728
H25 -1.8163 4.9108 -8.8684
H26 -1.4424 6.5733 -8.4862
H27 1.2877 4.3633 -10.8115
H28 2.9640 4.8777 -10.5345
H29 1.6641 5.7844 -9.8364
H30 2.0823 2.1076 -10.0407
H31 3.0225 2.0136 -8.5448
H32 3.6587 2.9059 -9.8972
C19 0.8301 -2.5243 9.6157
N4 0.2200 -1.6629 8.6185
C20 0.6123 -0.2777 8.8718
P2 -1.3720 -1.8501 7.9429
O5 -1.0972 -1.1596 6.6241
N5 -1.5459 -3.4371 7.2622
C21 -0.7387 -4.5741 7.6656
C22 -1.7463 -3.5065 5.8181
N6 -2.0412 -2.4329 9.4683
C23 -3.2976 -3.2169 9.3542
C24 -2.4003 -1.2991 10.3635
H33 0.3761 -2.4289 10.6118
H34 1.8889 -2.2747 9.7192
H35 0.8184 -3.5730 9.3377
H36 0.1518 0.1332 9.7805
H37 0.3304 0.3666 8.0382
H38 1.6950 -0.1935 8.9866
H39 0.3068 -4.4701 7.3517
H40 -1.1296 -5.4939 7.2204
H41 -0.7868 -4.7479 8.7422
H42 -0.8096 -3.3549 5.2678
H43 -2.4690 -2.7650 5.4857
H44 -2.1546 -4.4801 5.5317
H45 -4.0740 -2.6652 8.8176
H46 -3.6704 -3.4628 10.3511
H47 -3.1548 -4.1703 8.8571
H48 -3.0977 -0.6089 9.8819
H49 -1.5166 -0.7373 10.6650
H50 -2.8531 -1.6639 11.2850

Charges obtained by Mulliken population analysis, quoted in units of e: number 1, C, carries -1.00; number 2, C, carries -0.30; number 3, C, carries -0.76; number 4, C, carries -0.65; number 5, C, carries -0.70; number 6, C, carries 0.87; number 7, C, carries 0.31; number 8, C, carries -0.06; number 9, Cl, carries -0.15; number 10, C, carries 0.37; number 11, C, carries -0.87; number 12, Cl, carries -0.21; number 13, C, carries 0.03; number 14, O, carries -0.49; number 15, O, carries -0.34; number 16, C, carries 0.13; number 17, O, carries -0.48; number 18, H, carries 0.35; number 19, H, carries 0.26; number 20, H, carries 0.18; number 21, H, carries 0.32; number 22, H, carries 0.32; number 23, H, carries 0.34; number 24, H, carries 0.36; number 25, H, carries 0.37; number 26, H, carries 0.46; number 27, H, carries 0.25; number 28, H, carries 0.51; number 29, H, carries 0.28; number 30, H, carries 0.46; number 31, H, carries -0.03; number 32, C, carries -0.72; number 33, N, carries 0.09; number 34, C, carries -0.57; number 35, P, carries 0.88; number 36, O, carries -0.83; number 37, N, carries 0.18; number 38, C, carries -1.29; number 39, C, carries -1.00; number 40, N, carries -0.04; number 41, C, carries -1.01; number 42, C, carries -1.08; number 43, H, carries 0.27; number 44, H, carries 0.29; number 45, H, carries 0.18; number 46, H, carries 0.26; number 47, H, carries 0.39; number 48, H, carries -0.23; number 49, H, carries 0.33; number 50, H, carries 0.45; number 51, H, carries 0.36; number 52, H, carries 0.31; number 53, H, carries 0.33; number 54, H, carries 0.31; number 55, H, carries 0.37; number 56, H, carries 0.39; number 57, H, carries 0.31; number 58, H, carries 0.37; number 59, H, carries 0.23; number 60, H, carries 0.42; number 61, C, carries -0.77; number 62, N, carries 0.05; number 63, C, carries -1.06; number 64, P, carries 0.84; number 65, O, carries -0.77; number 66, N, carries 0.19; number 67, C, carries -1.28; number 68, C, carries -1.15; number 69, N, carries -0.05; number 70, C, carries -1.01; number 71, C, carries -1.11; number 72, H, carries 0.26; number 73, H, carries 0.39; number 74, H, carries 0.19; number 75, H, carries 0.28; number 76, H, carries 0.28; number 77, H, carries 0.38; number 78, H, carries 0.33; number 79, H, carries 0.42; number 80, H, carries 0.39; number 81, H, carries 0.32; number 82, H, carries 0.37; number 83, H, carries 0.37; number 84, H, carries 0.36; number 85, H, carries 0.39; number 86, H, carries 0.30; number 87, H, carries 0.38; number 88, H, carries 0.24; number 89, H, carries 0.42


Record 4
Molecular formula: C3H7NO3
Method: DFT, ωB97M-V/def2-TZVPD

Properties
SMILES string: NCC=O.O=CO
Energy above the lowest of the compared OMol25 structures with the same formula, charge and spin, kJ/mol: 284.25
Total energy, eV: -10855.42177
HOMO-LUMO gap, eV: 9.8994
F_max, Eh/bohr: 0.0833
Highest occupied orbital energy, Ha: -0.3387

Element x y z (Å)
N1 -0.9818 -1.1131 -0.0198
C1 0.0478 -0.6197 0.8920
C2 1.4893 -0.1983 0.0497
O1 2.4154 0.2852 0.6244
H1 -1.7210 -1.6084 0.4647
H2 -0.5841 -1.7312 -0.7194
H3 0.4612 -1.4141 1.5297
H4 -0.3565 0.1395 1.5616
H5 1.5588 -0.9617 -0.7385
O2 0.7248 1.0849 -1.3080
C3 -0.1583 1.6840 -0.6658
O3 -1.4308 1.3892 -0.6880
H6 0.0336 2.6856 -0.2660
H7 -1.4984 0.3780 -0.7167

Charges obtained by Mulliken population analysis, quoted in units of e: number 1, N, carries -0.54; number 2, C, carries -0.66; number 3, C, carries 0.22; number 4, O, carries -0.50; number 5, H, carries 0.22; number 6, H, carries 0.23; number 7, H, carries 0.35; number 8, H, carries 0.34; number 9, H, carries 0.23; number 10, O, carries -0.49; number 11, C, carries 0.13; number 12, O, carries -0.44; number 13, H, carries 0.39; number 14, H, carries 0.50